Entry 1:
93
Properties=species:S:1:pos:R:3:mulliken_charge:R:1 method="wB97M-V/def2-TZVPD" charge=+1 homo_lumo_gap_ev=6.0 spin_multiplicity=1 homo_energy_ev=-8.466
Pb -0.10158 0.22664 1.03628 1.678
P -2.74861 0.17917 0.17395 0.345
P 2.65211 -0.40168 0.10060 -0.201
O 0.93381 3.45439 3.42047 -0.237
N -0.86303 -1.02044 3.23486 -0.345
N -0.47280 -1.31664 -0.93962 1.379
N 0.71511 1.36033 -0.98395 -0.240
C 0.78414 1.56215 -2.14284 0.338
C 0.79049 2.33271 -3.34453 0.448
C 3.46216 -0.17433 -2.62031 -1.388
C -3.48389 2.41258 1.61861 -1.595
C 5.34440 -0.55247 -1.09148 -2.022
C 2.50269 -1.67049 2.67668 -1.915
C -1.07453 -1.71008 5.74916 -0.325
C 0.55104 3.71442 -3.24914 -0.460
C -3.79574 -1.28678 0.79817 2.117
C -2.81957 2.80139 -0.78300 -1.938
C -4.34466 -0.93413 2.19180 -1.795
C -1.65592 -2.35855 -2.74186 -0.817
C 0.63413 2.55131 2.79382 0.271
C 0.63818 4.49284 -4.40013 -0.657
C -0.68378 -3.36631 -2.80328 -0.856
C 4.09044 1.66152 -0.95720 -1.544
C 1.94176 -1.68463 -0.83805 -1.123
C -5.02348 1.73260 -0.27179 -1.956
C 0.45209 -3.23563 -2.03060 -1.385
C -2.86077 -2.50645 0.91318 -1.429
C -4.93053 -1.61956 -0.18450 -1.768
C -0.97351 -1.36206 4.34095 0.112
C 3.56274 -1.20649 1.66977 2.224
C -0.41117 -0.66028 6.65560 -1.124
C 1.05451 1.73236 -4.58862 -0.191
C 0.93066 3.92585 -5.64418 -0.491
C 1.13478 2.54569 -5.71112 -0.741
C 3.98063 0.14544 -1.20861 1.888
C -2.52655 -0.21451 -1.63829 -0.790
C -1.50555 -1.35267 -1.79330 -0.318
C 4.39728 -0.07404 2.29543 -1.631
C 4.43111 -2.42945 1.35102 -1.832
C -3.56786 1.85990 0.18363 2.042
C 0.64335 -2.06922 -1.23802 0.617
H 5.19887 0.27289 1.63124 0.253
H 0.67362 -0.63360 6.48928 0.308
H -0.78690 -4.21813 -3.46761 0.427
H 3.11192 2.15282 -1.02446 0.183
H -4.88779 -1.80936 2.57436 0.527
H -3.49227 -0.54134 -2.06629 0.546
H 3.51754 -1.24956 -2.84365 0.381
H -2.54739 -2.35250 -3.36615 0.489
H -3.97825 1.75912 2.34814 0.288
H 1.87127 -2.47419 2.27300 0.281
H -2.00750 -2.32157 1.58029 -0.034
H 4.74649 2.10672 -1.71794 0.503
H 3.83409 -3.24724 0.92407 0.308
H 2.42627 0.13320 -2.78135 -0.351
H -5.42655 2.75465 -0.32666 0.547
H 1.19553 0.64900 -4.66302 0.479
H 3.77721 0.79601 2.55543 0.204
H 0.46331 5.56094 -4.31869 0.403
H -2.48482 -2.83683 -0.06356 0.369
H 5.26266 -2.21534 0.67452 0.302
H -5.10270 1.28940 -1.27532 0.330
H -5.64030 1.16573 0.43849 0.325
H 5.85737 -0.35628 -0.14118 0.400
H 2.67823 -2.49139 -1.01954 0.462
H -4.55566 -2.01358 -1.13982 0.348
H -5.04878 -0.09055 2.17254 0.287
H 1.29257 -3.93536 -2.12489 0.444
H 4.50635 1.88380 0.03825 0.283
H -2.44252 2.55801 1.93817 0.209
H -3.54113 -0.70792 2.90882 0.208
H -0.61519 -0.90586 7.70255 0.358
H -5.54465 -2.40333 0.28475 0.533
H 5.25820 -1.63830 -1.24954 0.365
H -3.97978 3.39143 1.64602 0.521
H -3.19155 3.82412 -0.62068 0.613
H 0.96522 4.55361 -6.55083 0.399
H 0.31948 4.16652 -2.27609 0.398
H 1.84490 -0.86354 3.02463 -0.025
H -3.44136 -3.33553 1.34076 0.571
H -2.15157 0.69678 -2.16539 0.252
H 4.07708 0.37455 -3.34724 0.602
H -3.01662 2.53874 -1.83144 0.323
H 3.03114 -2.06942 3.55713 0.666
H 5.98930 -0.16809 -1.90148 0.499
H 4.87098 -2.79283 2.29623 0.544
H -1.73108 2.80005 -0.62266 0.259
H -0.82425 0.33310 6.43811 0.325
H -5.58355 -0.76324 -0.39854 0.247
H 1.35441 2.08929 -6.66955 0.408
H -0.59359 -2.69406 5.89953 0.276
H 4.85469 -0.43888 3.22746 0.519
H -2.14706 -1.76700 6.01025 0.293

---

Entry 2:
23
Properties=species:S:1:pos:R:3:mulliken_charge:R:1 method="wB97M-V/def2-TZVPD" charge=-1 homo_lumo_gap_ev=6.5 spin_multiplicity=1 homo_energy_ev=-3.394
S -0.45451 0.10544 1.90132 1.314
O 0.52996 -0.70217 2.64765 -0.724
O -1.33963 -1.82492 -2.55424 -0.667
O -1.80681 -0.44145 1.73472 -0.646
O -1.67400 0.15447 -1.60516 -0.432
N -0.59072 1.57007 2.68687 -0.695
N -0.20164 2.07702 -1.25251 -0.938
C 1.36582 0.75071 -0.16333 -1.027
C -0.27094 -1.38764 -0.43507 -0.121
C 1.07612 1.70123 -1.06589 -0.638
C -0.92020 1.15085 -0.53914 0.250
C 0.07539 0.24992 0.23876 0.648
C -1.20156 -1.04982 -1.64375 0.579
C 1.09462 -2.08617 -0.86690 -1.520
H 0.87229 -3.17052 -1.18529 0.346
H -1.45699 1.88898 2.30802 0.327
H 0.06039 2.20224 2.36140 0.335
H 1.72726 -2.14604 0.00515 0.357
H -0.75730 -1.74020 0.46116 0.668
H 2.26786 0.29279 0.19184 0.451
H 1.40272 -1.51331 -1.76054 0.392
H 1.80228 2.30071 -1.63572 0.458
H -1.60041 1.61781 0.17066 0.285

---

Energy above the lowest of the compared OMol25 structures with the same formula, charge and spin? In order: 0.000 1.415 eV.
M? In order: 787.96 217.23 Da.
LUMO energy? In order: -2.5 3.1 eV.